Here is a 2-piece molecular cluster, C5H10O overall in a non-equilibrium geometry from OMol25. Energies are from wB97M-V/def2-TZVPD.

The geometry in XYZ format:
```
16
Properties=species:S:1:pos:R:3:forces:R:3
C 1.82161 -0.68948 -0.01061 0.3 0.0 0.3
C 0.77585 0.04513 0.31006 0.6 0.2 0.7
C 0.30779 1.43125 0.42612 0.3 0.2 0.2
C -0.19032 0.35658 1.38312 0.4 0.1 0.4
O -1.57755 0.18324 1.42699 0.1 -0.3 -0.1
H 1.90971 -1.71988 0.32110 0.1 0.1 0.0
H 2.56686 -0.30639 -0.70253 0.0 -0.1 0.1
H 1.07742 2.13034 0.72346 -0.2 0.3 0.2
H -0.47982 1.84444 -0.21160 0.4 -0.4 0.0
H 0.31088 0.24247 2.33830 -0.2 0.3 0.3
H -1.77285 -0.74118 1.62704 0.1 0.1 0.0
C -0.96362 -0.54630 -1.52751 -0.5 -0.2 -0.5
H -1.21886 -1.55993 -1.81414 -0.4 -0.1 -0.5
H -1.68296 -0.18793 -0.77736 0.5 -0.2 -0.3
H -0.93447 0.15836 -2.35796 -0.2 -0.2 -0.3
H 0.05034 -0.64071 -1.15448 -1.0 0.1 -0.5
```
Forces are in eV/Å.

The total energy is -7391.1568 eV. As for the charge: 0. As for the SMILES: C=C1C[C@H]1O.C. As for the energy relative to the best compared isomer or geometry (same formula, charge and spin): 348.2 kJ/mol. The frontier orbital gap comes out at 0.36389 Ha. As for the HOMO energy: -0.3360 Ha.

=====

Here is an isolated molecule of C5H10O from OMol25. Energies are from wB97M-V/def2-TZVPD.

The geometry in XYZ format:
```
16
Properties=species:S:1:pos:R:3:forces:R:3
C -1.33452 -0.76119 -1.13801 0.0 0.0 -0.1
C -0.99780 -0.58737 0.34016 -0.1 -0.1 0.0
C 0.79364 0.13446 1.33890 0.0 0.1 -0.3
C 1.97868 -0.06175 0.45614 0.0 -0.1 0.0
C -0.31841 0.80192 0.65574 0.0 -0.1 0.3
O -0.11524 1.51760 -0.56305 0.0 0.0 0.0
H -0.43595 -0.71527 -1.75952 -0.1 0.0 0.1
H -2.01744 0.01695 -1.48798 0.1 -0.1 0.1
H -1.80381 -1.73901 -1.28727 0.0 0.1 0.0
H -1.87717 -0.68141 0.98157 0.1 0.0 -0.1
H -0.34003 -1.41899 0.64869 -0.1 0.1 0.0
H 2.65308 0.73717 0.81276 -0.1 0.0 0.0
H 2.51275 -0.99432 0.66530 -0.1 0.2 0.0
H 1.83897 0.07855 -0.62504 0.0 0.0 0.2
H -0.96626 1.39119 1.31924 0.2 -0.2 -0.2
H 0.42953 2.28148 -0.35764 0.0 0.1 0.0
```
Forces are in eV/Å.

The total energy is -7390.9218 eV. As for the charge: 0. As for the energy relative to the best compared isomer or geometry (same formula, charge and spin): 370.8 kJ/mol. The frontier orbital gap comes out at 0.32888 Ha. As for the HOMO energy: -0.3038 Ha.